DFT (ωB97M-V with the def2-TZVPD basis set) results for a cluster of 13 separate species, C46H107N5O32S8 in total.

CARTESIAN COORDINATES (ANGSTROEM)
C (-2.293, 1.603, -2.110)
C (-2.408, 0.606, -0.970)
N (-1.214, 0.598, -0.122)
C (-0.121, 0.124, -0.984)
C (1.285, -0.067, -0.387)
C (-1.385, -0.301, 1.016)
C (-2.481, 0.156, 1.975)
H (-1.670, 1.199, -2.911)
H (-1.759, 2.495, -1.782)
H (-3.264, 1.841, -2.538)
H (-3.282, 0.839, -0.356)
H (-2.668, -0.390, -1.368)
H (-0.490, -0.830, -1.397)
H (0.076, 0.780, -1.828)
H (1.858, -0.578, -1.159)
H (1.693, 0.937, -0.300)
H (1.273, -0.536, 0.591)
H (-0.465, -0.438, 1.585)
H (-1.619, -1.316, 0.646)
H (-2.655, -0.439, 2.869)
H (-3.435, 0.139, 1.443)
H (-2.252, 1.184, 2.256)
C (-4.530, -1.498, -6.346)
C (-4.224, -0.369, -7.319)
N (-4.592, 0.940, -6.798)
C (-5.067, 1.807, -7.885)
C (-4.094, 2.050, -9.045)
C (-3.447, 1.525, -6.109)
C (-3.720, 2.895, -5.492)
H (-5.621, -1.497, -6.224)
H (-4.101, -1.354, -5.355)
H (-4.331, -2.495, -6.742)
H (-3.151, -0.444, -7.555)
H (-4.765, -0.589, -8.241)
H (-5.945, 1.312, -8.303)
H (-5.383, 2.791, -7.539)
H (-3.857, 1.113, -9.561)
H (-4.519, 2.702, -9.808)
H (-3.109, 2.445, -8.789)
H (-2.638, 1.702, -6.831)
H (-3.144, 0.869, -5.292)
H (-4.666, 3.023, -4.957)
H (-3.746, 3.703, -6.229)
H (-2.953, 3.181, -4.770)
C (7.823, -1.974, -0.689)
C (7.643, -0.888, -1.758)
N (7.231, -1.370, -3.084)
C (8.104, -2.388, -3.631)
C (9.519, -1.860, -3.845)
C (5.818, -1.773, -3.135)
C (4.849, -0.650, -2.856)
H (8.594, -2.718, -0.884)
H (6.881, -2.525, -0.582)
H (7.994, -1.511, 0.285)
H (6.927, -0.174, -1.359)
H (8.569, -0.343, -1.934)
H (8.129, -3.321, -3.044)
H (7.712, -2.684, -4.607)
H (10.130, -2.543, -4.442)
H (9.463, -0.948, -4.440)
H (10.076, -1.714, -2.920)
H (5.729, -2.584, -2.387)
H (5.549, -2.320, -4.042)
H (4.979, 0.181, -3.556)
H (4.997, -0.179, -1.886)
H (3.841, -1.045, -2.978)
C (-2.992, -4.299, 2.001)
C (-2.243, -3.811, 3.242)
N (-2.956, -3.900, 4.502)
C (-3.446, -5.244, 4.794)
C (-2.400, -6.333, 5.004)
C (-2.150, -3.386, 5.598)
C (-1.873, -1.878, 5.527)
H (-3.215, -5.360, 2.107)
H (-2.352, -4.120, 1.140)
H (-3.910, -3.744, 1.801)
H (-1.289, -4.370, 3.290)
H (-1.869, -2.814, 2.994)
H (-4.113, -5.547, 3.983)
H (-4.069, -5.155, 5.687)
H (-1.755, -6.517, 4.147)
H (-2.894, -7.270, 5.267)
H (-1.800, -6.044, 5.870)
H (-2.713, -3.517, 6.525)
H (-1.161, -3.861, 5.671)
H (-1.484, -1.616, 4.539)
H (-2.768, -1.267, 5.638)
H (-1.122, -1.579, 6.251)
C (1.917, -1.763, 6.596)
C (2.763, -0.735, 5.826)
N (2.054, 0.533, 5.663)
C (1.859, 1.330, 6.911)
C (2.545, 2.670, 6.758)
C (0.862, 0.386, 4.851)
C (0.351, 1.690, 4.231)
H (1.582, -1.440, 7.581)
H (2.447, -2.711, 6.737)
H (1.072, -2.045, 5.970)
H (3.692, -0.571, 6.379)
H (2.982, -1.206, 4.870)
H (0.779, 1.379, 7.005)
H (2.302, 0.739, 7.713)
H (2.672, 3.230, 7.689)
H (3.552, 2.599, 6.339)
H (2.030, 3.339, 6.062)
H (-0.016, 0.023, 5.403)
H (0.984, -0.348, 4.047)
H (-0.548, 1.486, 3.654)
H (1.078, 2.169, 3.568)
H (0.083, 2.457, 4.957)
C (3.245, 4.916, -0.265)
C (4.010, 4.975, -1.578)
O (3.038, 4.519, -2.510)
S (2.325, 3.188, -1.893)
O (3.269, 2.103, -1.972)
O (1.048, 2.972, -2.475)
O (2.277, 3.850, -0.466)
H (2.709, 5.832, -0.023)
H (3.828, 4.640, 0.610)
H (4.932, 4.396, -1.507)
H (4.243, 5.977, -1.926)
C (-0.637, 3.987, 0.284)
C (-2.140, 4.006, 0.520)
O (-2.213, 4.437, 1.886)
S (-1.010, 5.469, 2.265)
O (-0.400, 5.003, 3.464)
O (-1.426, 6.834, 2.147)
O (-0.105, 5.136, 0.967)
H (-0.288, 3.785, -0.722)
H (-0.266, 3.188, 0.938)
H (-2.530, 2.999, 0.396)
H (-2.685, 4.736, -0.080)
C (-2.607, -4.474, -3.314)
C (-2.752, -3.433, -2.182)
O (-3.538, -4.048, -1.167)
S (-3.341, -5.662, -1.244)
O (-4.474, -6.380, -0.774)
O (-2.060, -5.978, -0.690)
O (-3.260, -5.632, -2.843)
H (-1.557, -4.664, -3.540)
H (-3.076, -4.170, -4.248)
H (-3.113, -2.456, -2.486)
H (-1.788, -3.233, -1.702)
C (4.745, -3.196, 1.786)
C (4.415, -1.730, 1.505)
O (3.185, -1.503, 2.165)
S (2.341, -2.922, 2.335)
O (1.219, -2.814, 1.460)
O (2.248, -3.192, 3.733)
O (3.455, -3.802, 1.636)
H (5.128, -3.332, 2.797)
H (5.443, -3.559, 1.038)
H (4.298, -1.559, 0.433)
H (5.225, -1.127, 1.919)
C (-3.853, 3.772, 5.095)
C (-3.660, 2.629, 4.103)
O (-2.668, 1.822, 4.722)
S (-2.837, 1.785, 6.321)
O (-1.544, 1.784, 6.927)
O (-3.743, 0.763, 6.732)
O (-3.551, 3.206, 6.392)
H (-4.863, 4.167, 5.163)
H (-3.135, 4.585, 4.986)
H (-3.256, 2.998, 3.165)
H (-4.572, 2.062, 3.911)
C (1.923, -0.282, -4.704)
C (1.094, 0.178, -5.916)
O (-0.153, -0.517, -5.903)
S (-0.227, -1.520, -4.603)
O (0.190, -2.810, -5.060)
O (-1.452, -1.400, -3.889)
O (0.935, -0.779, -3.811)
H (2.475, 0.546, -4.271)
H (2.598, -1.101, -4.953)
H (1.611, 0.027, -6.863)
H (0.960, 1.259, -5.843)
C (4.027, 1.471, 3.297)
C (3.195, 1.965, 2.108)
O (4.097, 1.891, 1.011)
S (5.612, 2.166, 1.464)
O (5.976, 3.533, 1.216)
O (6.442, 1.094, 1.021)
O (5.322, 2.021, 3.021)
H (4.063, 0.380, 3.305)
H (3.675, 1.749, 4.286)
H (2.803, 2.970, 2.290)
H (2.358, 1.320, 1.853)
C (-7.984, 1.807, -2.795)
C (-6.707, 1.075, -3.236)
O (-5.858, 1.108, -2.079)
S (-6.018, 2.569, -1.383)
O (-5.201, 3.520, -2.062)
O (-5.896, 2.479, 0.032)
O (-7.572, 2.727, -1.774)
H (-8.712, 1.156, -2.319)
H (-8.353, 2.385, -3.639)
H (-6.151, 1.621, -4.001)
H (-6.907, 0.069, -3.592)

Calculated values
DFT total energy (eV): -209081.2417
LUMO level (eV): 0.1
Highest occupied orbital energy (eV): -7.83
F_max (eV/A): 2.80

***

DFT (ωB97M-V with the def2-TZVPD basis set) results for a structure of composition C46H113F2N11O18S7.

CARTESIAN COORDINATES (ANGSTROEM)
C (2.704, 6.748, 0.196)
C (2.474, 5.239, 0.111)
C (3.806, 4.509, -0.252)
N (3.708, 2.987, -0.178)
C (5.099, 2.355, -0.243)
C (5.896, 2.717, 0.992)
C (5.193, 2.280, 2.290)
C (3.803, 2.835, 2.298)
C (3.013, 2.521, 1.071)
C (2.895, 2.427, -1.345)
H (1.838, 7.273, 0.582)
H (2.954, 7.265, -0.703)
H (3.522, 6.983, 0.938)
H (1.741, 4.878, -0.664)
H (2.141, 4.802, 1.051)
H (4.624, 4.764, 0.351)
H (4.137, 4.835, -1.270)
H (5.645, 2.836, -1.055)
H (4.949, 1.245, -0.299)
H (6.054, 3.781, 0.943)
H (6.890, 2.186, 0.916)
H (5.706, 2.463, 3.246)
H (5.043, 1.175, 2.190)
H (3.966, 3.900, 2.534)
H (3.232, 2.389, 3.094)
H (1.953, 2.813, 1.111)
H (3.094, 1.454, 0.977)
H (3.322, 2.749, -2.289)
H (1.869, 2.798, -1.349)
H (2.978, 1.355, -1.138)
N (0.509, 0.542, 0.644)
S (1.363, -0.702, 1.028)
O (0.728, -1.965, 1.139)
O (2.239, -0.364, 2.094)
F (2.373, -0.891, -0.326)
S (-0.428, 0.059, -0.741)
O (-1.643, -0.406, -0.192)
O (0.189, -0.735, -1.734)
F (-0.635, 1.532, -1.175)
C (5.142, -2.224, -3.695)
S (4.081, -1.663, -2.457)
O (4.775, -0.537, -1.784)
C (2.794, -0.970, -3.455)
H (5.904, -2.867, -3.238)
H (5.672, -1.428, -4.275)
H (4.603, -2.818, -4.423)
H (2.127, -0.223, -2.991)
H (2.128, -1.772, -3.813)
H (3.163, -0.523, -4.384)
C (-5.849, -3.604, -0.565)
S (-5.666, -2.750, 0.943)
O (-4.460, -3.407, 1.610)
C (-5.012, -1.232, 0.252)
H (-4.830, -3.823, -0.782)
H (-6.399, -3.020, -1.403)
H (-6.360, -4.527, -0.452)
H (-4.820, -0.456, 0.941)
H (-5.583, -0.919, -0.653)
H (-4.020, -1.495, -0.127)
C (-2.543, 0.328, 4.995)
S (-2.394, 0.673, 3.274)
O (-1.055, 1.171, 2.841)
C (-2.304, -1.062, 2.740)
H (-1.708, -0.318, 5.270)
H (-3.495, -0.197, 5.229)
H (-2.486, 1.243, 5.653)
H (-2.971, -1.776, 3.237)
H (-1.244, -1.220, 2.872)
H (-2.579, -1.108, 1.695)
C (-8.853, 2.166, -4.355)
S (-8.559, 3.911, -4.536)
O (-9.866, 4.587, -4.598)
C (-7.992, 4.230, -2.883)
H (-9.654, 2.006, -5.070)
H (-9.247, 1.897, -3.353)
H (-7.971, 1.488, -4.460)
H (-8.726, 3.827, -2.203)
H (-8.029, 5.320, -2.844)
H (-6.973, 3.886, -2.763)
C (6.974, -3.634, 1.606)
S (5.948, -2.953, 2.911)
O (6.399, -1.530, 3.034)
C (4.324, -2.823, 2.076)
H (6.786, -4.713, 1.594)
H (7.992, -3.456, 1.857)
H (6.667, -3.222, 0.619)
H (4.388, -2.003, 1.391)
H (3.670, -2.555, 2.868)
H (4.000, -3.732, 1.617)
C (2.407, 0.531, 5.565)
O (1.697, 1.508, 5.728)
N (3.732, 0.507, 5.542)
C (4.501, 1.706, 5.794)
C (4.395, -0.771, 5.755)
H (1.916, -0.433, 5.501)
H (5.425, 1.820, 5.118)
H (4.914, 1.773, 6.816)
H (3.864, 2.599, 5.603)
H (3.813, -1.561, 5.291)
H (5.411, -0.799, 5.297)
H (4.523, -1.010, 6.842)
C (1.285, -5.189, 3.400)
O (0.081, -5.182, 3.334)
N (2.019, -6.333, 3.611)
C (3.431, -6.405, 3.342)
C (1.369, -7.599, 3.739)
H (1.958, -4.317, 3.292)
H (3.651, -7.128, 2.554)
H (4.030, -6.711, 4.246)
H (3.835, -5.463, 3.033)
H (1.322, -8.025, 2.721)
H (1.986, -8.327, 4.445)
H (0.383, -7.532, 4.121)
C (-0.702, 4.094, 2.128)
O (-1.707, 4.562, 1.607)
N (0.090, 4.847, 2.962)
C (-0.306, 6.217, 3.129)
C (1.012, 4.215, 3.900)
H (-0.292, 3.032, 2.011)
H (-1.350, 6.342, 2.826)
H (0.332, 6.943, 2.580)
H (-0.185, 6.520, 4.196)
H (0.793, 3.162, 3.934)
H (2.084, 4.397, 3.706)
H (0.801, 4.508, 4.994)
C (-6.432, 1.750, -0.171)
O (-7.263, 1.430, -1.005)
N (-5.180, 2.190, -0.429)
C (-4.253, 2.598, 0.624)
C (-4.601, 2.120, -1.780)
H (-6.670, 1.721, 0.944)
H (-3.756, 3.532, 0.399)
H (-3.558, 1.789, 0.831)
H (-4.866, 2.752, 1.512)
H (-5.087, 1.431, -2.465)
H (-4.673, 3.096, -2.226)
H (-3.474, 1.975, -1.765)
C (-1.461, -4.295, 0.630)
O (-1.039, -3.773, -0.390)
N (-2.003, -5.562, 0.711)
C (-2.395, -6.115, 1.971)
C (-2.476, -6.136, -0.478)
H (-1.305, -3.870, 1.649)
H (-2.367, -5.409, 2.736)
H (-1.873, -7.013, 2.295)
H (-3.428, -6.453, 1.911)
H (-2.148, -7.173, -0.533)
H (-3.574, -6.179, -0.484)
H (-2.198, -5.510, -1.326)
C (-0.484, 5.178, -1.416)
O (-0.065, 4.683, -2.443)
N (-1.269, 6.329, -1.416)
C (-1.585, 6.905, -0.106)
C (-1.666, 7.007, -2.681)
H (-0.429, 4.866, -0.349)
H (-2.522, 6.591, 0.433)
H (-1.506, 8.005, -0.109)
H (-0.731, 6.660, 0.553)
H (-1.270, 6.481, -3.591)
H (-2.769, 7.033, -2.755)
H (-1.316, 8.018, -2.741)
C (-2.297, -3.891, -3.628)
O (-1.985, -4.968, -4.128)
N (-3.357, -3.123, -4.002)
C (-3.576, -1.828, -3.425)
C (-4.168, -3.489, -5.076)
H (-1.744, -3.508, -2.791)
H (-4.607, -1.607, -3.060)
H (-3.417, -1.079, -4.236)
H (-2.761, -1.603, -2.696)
H (-3.999, -2.888, -5.939)
H (-3.937, -4.493, -5.456)
H (-5.234, -3.325, -4.835)
C (2.041, -4.704, -0.304)
O (2.911, -5.209, 0.398)
N (1.856, -5.175, -1.587)
C (0.830, -4.681, -2.499)
C (2.804, -6.216, -1.971)
H (1.293, -3.954, -0.030)
H (0.524, -3.674, -2.182)
H (-0.021, -5.343, -2.584)
H (1.232, -4.535, -3.537)
H (3.011, -6.144, -3.068)
H (3.796, -5.987, -1.556)
H (2.449, -7.211, -1.642)
C (-0.795, -0.441, -5.794)
O (-0.732, -0.947, -6.885)
N (-0.601, 0.835, -5.483)
C (-0.102, 1.767, -6.504)
C (-0.971, 1.325, -4.257)
H (-1.087, -0.938, -4.854)
H (0.479, 2.558, -6.064)
H (-0.880, 2.130, -7.127)
H (0.514, 1.176, -7.120)
H (-1.323, 0.475, -3.660)
H (-0.074, 1.647, -3.669)
H (-1.729, 2.088, -4.360)

Calculated values
DFT total energy (eV): -184055.8933
LUMO level (eV): 0.1
Highest occupied orbital energy (eV): -8.38
F_max (eV/A): 5.06